1.
Entry from the Open Molecules 2025 dataset: C29H39N2O6 as an isolated structure (ωB97M-V/def2-TZVPD).

```
76
Properties=species:S:1:pos:R:3:nbo_charge:R:1
C -0.970 1.432 1.619 -0.29
C 4.082 -2.056 -1.188 -0.39
C -1.571 3.559 -2.285 -0.14
H -1.024 -1.843 0.778 0.27
H -2.198 6.479 3.558 0.15
H 1.067 0.365 -2.053 0.27
H 0.620 6.044 1.727 0.21
C 0.241 2.705 -1.144 -0.29
C -2.885 -0.663 -2.640 0.76
H -1.068 -5.901 2.789 0.21
H 5.172 -3.105 0.426 0.22
C -1.573 4.745 -1.793 -0.34
H -0.194 -3.556 2.113 0.16
C -0.183 -0.131 -2.129 -0.17
C -1.878 3.770 2.377 0.38
C -2.981 3.388 1.292 -0.27
C -2.473 5.992 2.916 -0.16
H -2.422 3.191 -3.023 0.19
H 1.148 -6.902 0.719 0.20
H 0.098 0.314 0.134 0.53
C -2.525 0.560 -1.907 -0.31
C -1.064 1.077 -2.584 -0.18
C -0.375 -5.733 1.888 -0.42
C -2.105 1.363 0.797 0.02
C 3.202 -2.754 1.195 -0.22
H 4.289 -0.983 -0.783 0.23
C 1.164 -1.648 0.251 0.69
H -0.405 -0.933 -2.597 0.19
H -2.409 5.544 -2.308 0.22
O 1.641 -0.561 0.427 -0.61
H 1.378 -7.153 2.492 0.19
C -0.292 -1.624 -0.155 -0.34
H -2.677 -0.411 -0.104 0.25
C 1.218 -4.079 0.542 -0.24
C 4.332 -2.980 -0.053 -0.39
C 0.181 3.950 -0.469 0.27
H 3.142 -1.702 1.511 0.22
H -2.410 6.464 1.916 0.17
H -0.987 -5.691 1.073 0.19
H 0.810 1.850 -0.635 0.20
C 0.278 -4.346 2.165 -0.32
H -0.191 2.616 3.042 0.20
H 1.920 -4.894 0.423 0.21
H -0.186 0.721 1.857 0.25
H 0.314 -4.135 -0.265 0.21
C 0.647 5.741 0.732 0.23
O -2.642 -1.765 -2.303 -0.63
H -3.773 2.364 -0.299 0.23
O -0.424 6.125 -0.519 -0.46
H -3.602 5.635 2.945 0.17
H 4.965 -1.618 -3.104 0.18
C -1.068 2.449 2.557 -0.24
C -0.738 5.088 -1.040 0.34
C -1.932 0.275 -0.551 -0.10
C 5.098 -2.394 -2.123 -0.60
H 6.113 -2.217 -1.839 0.22
H -3.415 1.317 -1.902 0.27
C 0.587 -6.921 1.547 -0.60
H 2.934 -2.242 -1.911 0.19
H 2.999 -3.436 2.295 0.22
O 0.997 4.447 0.383 -0.46
C -0.829 2.391 -1.858 -0.09
H -3.652 4.329 1.065 0.21
H -1.220 1.098 -3.483 0.20
H 1.257 -4.628 2.789 0.22
H -4.122 -1.138 -3.902 0.51
H 3.915 -4.046 -0.240 0.20
N 1.823 -2.846 0.844 -0.46
H 5.005 -3.297 -2.572 0.21
H 1.534 6.579 0.323 0.17
C -2.970 2.385 0.463 -0.20
H 0.041 -7.836 1.729 0.23
N -0.755 -0.416 -0.662 -0.52
O -1.648 4.947 2.988 -0.48
O -3.734 -0.326 -3.423 -0.61
H -0.644 -2.387 -0.845 0.26
```

Summary:
Charge: +1
E: -1688.271678 Eh
Energy relative to the best compared isomer or geometry (same formula, charge and spin): 26.170 eV
Gap between HOMO and LUMO: 7.6 eV
Lowest unoccupied orbital energy: -0.07619 hartree
2S+1: 1
HOMO level: -9.71 eV


2.
Entry from the Open Molecules 2025 dataset: a 6-piece molecular cluster, C21H39NO17S2 overall (ωB97M-V/def2-TZVPD).

```
80
Properties=species:S:1:pos:R:3:mulliken_charge:R:1
H -4.446 -2.880 1.399 0.27
H -0.089 3.553 -0.452 0.37
C -2.350 -0.181 2.904 0.58
C -0.058 2.699 0.222 0.04
H -5.101 -2.288 -0.075 0.40
C 2.882 -3.556 -1.809 -0.48
H -1.012 2.552 0.721 0.00
H -2.600 -2.622 3.161 0.37
H -1.562 -0.533 -0.302 0.12
O 0.103 0.157 -2.464 -0.62
H -2.506 2.968 2.316 0.27
H -3.973 2.009 2.316 0.29
C -4.154 -2.504 0.419 -0.47
S -0.653 1.098 -1.717 1.10
C -1.592 -2.413 2.800 -0.87
O -3.144 -0.381 3.788 -0.59
H -2.333 1.338 -4.391 0.10
O -4.423 -2.907 -2.195 -0.57
C 3.759 5.012 6.242 -1.00
H 4.914 1.236 3.443 0.30
C 3.363 -2.142 0.495 -0.01
O -1.500 -1.059 2.384 -0.04
H 3.357 2.413 5.774 0.31
N 3.649 -1.416 1.732 1.02
C -3.039 -4.798 -3.467 -0.65
C 3.494 2.245 4.705 0.10
H -1.329 -3.034 1.951 0.25
H 4.321 -4.965 -1.087 0.37
H 4.883 -3.628 0.899 0.42
H 4.811 4.749 6.279 0.33
H 1.060 2.115 1.979 0.17
H -1.096 -0.843 -9.665 0.24
C -1.979 0.545 -6.973 0.82
O 4.010 3.491 4.147 -0.31
O -1.168 2.295 -2.300 -0.67
S 3.231 4.801 4.560 1.22
H -1.419 -1.985 -8.382 0.25
H -3.535 -1.614 0.527 -0.03
H 1.453 -1.948 -2.224 0.53
H 5.357 1.209 5.162 0.36
H 2.727 -4.107 -2.729 0.39
H 4.052 0.194 4.544 0.33
O 0.307 1.525 -0.533 -0.15
H 3.169 4.415 6.929 0.35
C 4.059 -3.317 0.270 -0.28
C -2.962 2.068 2.721 -0.82
H -2.977 2.098 3.805 0.37
C 1.040 2.926 1.251 -1.24
H 0.908 3.899 1.720 0.49
O 4.797 -1.446 2.140 -0.59
H 2.549 2.015 4.220 0.13
H -2.578 0.964 -0.308 0.35
O -1.105 -0.028 -7.809 -0.33
C 4.526 1.171 4.459 -1.26
H 2.011 2.926 0.751 0.37
H -0.926 -2.639 3.635 0.30
H 3.618 6.073 6.437 0.39
O -3.366 -3.452 -0.288 -0.29
H -3.019 -3.875 -4.039 0.30
H -1.441 2.807 -4.791 0.20
C -3.646 -3.585 -1.588 0.87
C 2.159 -2.404 -1.542 -0.59
H -3.076 2.319 -5.558 0.36
H -2.706 -0.865 -8.868 0.34
H -2.248 -5.480 -3.752 0.23
O -1.330 1.448 -6.250 -0.33
O -3.151 0.289 -6.890 -0.57
H 1.855 -0.777 -0.205 0.30
C 2.351 -1.731 -0.342 -0.06
C -2.088 2.041 -5.190 -0.39
O 1.839 4.517 4.505 -0.61
O 2.709 -0.937 2.337 -0.50
H -4.008 -5.273 -3.637 0.29
C 3.814 -4.032 -0.886 -0.50
O -2.880 -4.561 -2.066 -0.34
C -1.977 0.280 -0.892 -0.88
O -2.188 0.968 2.240 -0.14
C -1.636 -0.971 -8.729 -0.67
H -2.592 -0.109 -1.707 0.51
O 3.823 5.857 3.813 -0.63
```

Summary:
E: -2953.688285 Eh
Gap between HOMO and LUMO: 9.7 eV
Lowest unoccupied orbital energy: -0.01241 hartree
2S+1: 1
HOMO level: -10.05 eV


Maximum force (eV/Å)
18.1 1.2